Entry 1:
4 unconnected molecules or ions with the total composition C2H11O3S. Source: OMol25; level of theory: the ωB97M-V functional and the def2-TZVPD basis.

## Properties
Relative energy (zero: lowest compared OMol25 entry of this formula, charge and spin): 32.92 kcal per mole
Total charge: -1

Each atom is followed by the atoms it is bonded to, with distances in Å.
Element x y z (Å)
1 C 0.76419 -1.96337 0.99780  C2 1.503, H4 1.089, H5 1.282, H6 1.144
2 C 0.42923 -0.73456 0.19950  C1 1.503, S3 1.807, H7 1.136, H8 1.126
3 S -0.89504 0.38367 0.70923  C2 1.807
4 H 1.49179 -1.78269 1.78795  C1 1.089
5 H -0.25661 -2.53273 1.52382  C1 1.282
6 H 1.16367 -2.74083 0.26034  C1 1.144
7 H 1.25889 0.03533 0.09918  C2 1.136
8 H 0.29247 -1.03255 -0.87783  C2 1.126
9 H 1.34418 2.42621 0.28881  O11 0.915
10 H 0.24629 1.96663 -0.46952  O11 0.997
11 O 1.11770 2.43360 -0.59723  H9 0.915, H10 0.997
12 H 2.67682 0.40698 -1.97825  O14 0.939
13 H 1.67308 1.30175 -2.59789  O14 0.953
14 O 2.60351 1.09490 -2.61280  H12 0.939, H13 0.953
15 H -3.44022 -1.32786 1.68411  O17 0.939
16 H -2.58303 -1.02968 0.65146  O17 1.030
17 O -3.30960 -1.73372 0.84706  H15 0.939, H16 1.030

---

Entry 2:
2 unconnected molecules or ions with the total composition C17H34N3O3. Source: OMol25; level of theory: the ωB97M-V functional and the def2-TZVPD basis.

## Properties
Total charge: +1

Each atom is followed by the atoms it is bonded to, with distances in Å.
Element x y z (Å)
1 C 2.27444 0.71586 -0.20590  C2 1.505, H18 1.091, H19 1.085, H20 1.086
2 C 0.98355 -0.05348 -0.28594  C1 1.505, O3 1.204, O4 1.355
3 O 0.18194 -0.06069 0.61187  C2 1.204
4 O 0.66151 -0.69568 -1.43479  C2 1.355, C5 1.439
5 C 1.70116 -1.21430 -2.28319  O4 1.439, C6 1.536, H21 1.088, H22 1.089
6 C 1.78827 -0.46493 -3.62164  C5 1.536, C7 1.541, H23 1.089, H24 1.090
7 C 0.43690 0.13941 -4.05013  C6 1.541, C8 1.544, H25 1.091, H26 1.088
8 C 0.34830 1.67936 -3.97842  C7 1.544, C9 1.546, H27 1.089, H28 1.088
9 C -0.13797 2.25838 -2.62957  C8 1.546, C10 1.537, H29 1.083, H30 1.091
10 C -1.56769 2.82276 -2.60203  C9 1.537, C11 1.535, H31 1.087, H32 1.093
11 C -2.41211 2.18839 -1.48771  C10 1.535, C12 1.542, H33 1.091, H34 1.092
12 C -2.46002 0.65354 -1.62838  C11 1.542, C13 1.475, H35 1.095, H36 1.089
13 C -3.70123 0.03306 -1.12788  C12 1.475, N14 1.327, N17 1.323
14 N -4.18471 -1.13141 -1.54161  C13 1.327, C15 1.382, H37 1.007
15 C -5.33702 -1.44069 -0.84475  N14 1.382, C16 1.340, H38 1.074
16 C -5.55143 -0.42448 0.00188  C15 1.340, N17 1.380, H39 1.073
17 N -4.52782 0.47970 -0.19606  C13 1.323, C16 1.380, H40 1.008
18 H 2.89452 0.23783 0.55348  C1 1.091
19 H 2.03978 1.72267 0.12349  C1 1.085
20 H 2.82676 0.73095 -1.14034  C1 1.086
21 H 2.65573 -1.26676 -1.76466  C5 1.088
22 H 1.41763 -2.24634 -2.48395  C5 1.089
23 H 2.10050 -1.20110 -4.36152  C6 1.089
24 H 2.56532 0.29924 -3.61605  C6 1.090
25 H 0.27588 -0.12479 -5.09685  C7 1.091
26 H -0.37028 -0.33607 -3.49738  C7 1.088
27 H -0.32833 2.01270 -4.76395  C8 1.089
28 H 1.34053 2.07332 -4.18830  C8 1.088
29 H -0.00179 1.53975 -1.83035  C9 1.083
30 H 0.53449 3.08498 -2.39346  C9 1.091
31 H -1.57475 3.90107 -2.46686  C10 1.087
32 H -2.07051 2.60927 -3.54888  C10 1.093
33 H -1.95438 2.43502 -0.52861  C11 1.091
34 H -3.41765 2.61238 -1.51121  C11 1.092
35 H -1.63779 0.23095 -1.04091  C12 1.095
36 H -2.27420 0.35611 -2.65940  C12 1.089
37 H -3.76617 -1.70067 -2.25895  N14 1.007
38 H -5.91359 -2.33396 -0.99384  C15 1.074
39 H -6.34314 -0.30702 0.71676  C16 1.073
40 H -4.39430 1.36124 0.27382  N17 1.008
41 C 1.74666 -1.94998 5.89908  C42 1.524, H47 1.090, H48 1.089, H49 1.092
42 C 1.23625 -1.90007 4.46360  C41 1.524, C43 1.534, N46 1.465, H50 1.094
43 C 2.34560 -1.76270 3.41360  C42 1.534, O44 1.415, H51 1.094, H52 1.098
44 O 2.87886 -0.45792 3.29166  C43 1.415, C45 1.417
45 C 3.91624 -0.13383 4.20074  O44 1.417, H53 1.094, H54 1.092, H55 1.090
46 N 0.23369 -0.83827 4.34472  C42 1.465, H56 1.016, H57 1.016
47 H 2.07673 -0.97068 6.24584  C41 1.090
48 H 0.95091 -2.27739 6.56667  C41 1.089
49 H 2.58014 -2.64788 5.99883  C41 1.092
50 H 0.73390 -2.85088 4.26053  C42 1.094
51 H 1.90596 -1.98768 2.43704  C43 1.094
52 H 3.15127 -2.48924 3.58220  C43 1.098
53 H 4.55539 -0.99817 4.40145  C45 1.094
54 H 3.52195 0.25255 5.14303  C45 1.092
55 H 4.51995 0.64896 3.74257  C45 1.090
56 H -0.17437 -0.86551 3.41413  N46 1.016
57 H 0.72056 0.05313 4.37644  N46 1.016

---

Record-wise max |F| values, in eV/A: 3.720; 0.971
Record-wise Kohn-Sham gap values, in eV: 7.290; 8.391